Entry 1:
ORCA calculation (ωB97M-V/def2-TZVPD) on an isolated molecule of C4H11NO2 in a non-equilibrium geometry.

Structure (XYZ):
```
18
Properties=species:S:1:pos:R:3
C -1.31 -1.88 0.47
N -0.37 -1.25 -0.44
C 0.18 -0.01 0.06
C 1.46 0.36 -0.70
O 2.33 1.20 0.10
C -0.80 1.14 -0.03
O -0.23 2.38 0.40
H -1.68 -2.82 0.06
H -2.22 -1.30 0.71
H -0.80 -2.15 1.40
H -0.81 -1.09 -1.33
H 0.41 -0.18 1.12
H 1.24 0.96 -1.57
H 1.98 -0.53 -1.03
H 2.78 0.63 0.74
H -1.69 0.98 0.59
H -1.19 1.27 -1.05
H 0.73 2.27 0.49
```

Calculated values
- max |F| (eV/A) = 1.23
- M (g/mol) = 105.14
- energy relative to the best compared isomer or geometry (same formula, charge and spin) (eV) = 1.583
- HOMO (Eh) = -0.33385
- SMILES string = CNC(CO)CO
- HOMO-LUMO gap (eV) = 9.947

Entry 2:
ORCA calculation (ωB97M-V/def2-TZVPD) on a cluster of 40 separate species, H80O40 in total in a non-equilibrium geometry.

Structure (XYZ):
```
120
Properties=species:S:1:pos:R:3
H -2.78 -3.34 3.68
H -4.05 -4.25 3.24
O -3.42 -4.01 3.92
H 0.20 4.63 1.01
H -0.81 4.41 -0.24
O 0.06 4.67 0.07
H 0.48 -2.39 1.83
H -0.83 -2.99 2.01
O -0.26 -2.34 2.47
H -5.83 0.56 0.95
H -5.02 1.73 0.42
O -5.09 0.76 0.35
H -5.27 3.78 0.46
H -4.47 4.33 -1.00
O -5.15 4.03 -0.45
H 1.78 -5.18 3.05
O 1.41 -5.70 2.32
H -2.60 -5.37 0.17
O -2.69 -5.55 1.12
H 0.17 -4.93 -1.07
H 1.67 -5.65 -0.93
O 1.02 -5.14 -1.47
H -3.12 3.24 2.72
H -4.01 2.24 3.75
O -3.70 3.11 3.47
H 0.90 -1.69 -6.64
H 1.74 -1.48 -5.32
O 1.08 -1.11 -5.91
H -4.47 0.85 -1.71
H -5.47 1.17 -2.89
O -4.55 1.03 -2.66
H -4.61 -0.77 -4.00
O -4.25 -0.67 -4.89
H 3.73 -0.04 -3.37
H 4.95 0.40 -2.53
O 4.42 -0.36 -2.78
H -0.25 -1.79 5.20
H -0.85 -1.24 6.48
O -0.98 -1.20 5.52
H 1.44 2.19 3.76
H 1.40 3.54 4.52
O 1.95 2.98 3.97
H 2.44 1.31 -5.47
H 1.20 2.15 -5.54
O 2.03 1.99 -5.98
H -1.77 1.57 5.24
H -2.30 1.01 3.73
O -2.33 1.03 4.69
H 5.36 0.24 1.91
H 4.12 1.07 1.92
O 4.47 0.26 1.54
H 0.35 0.40 -1.48
O 0.90 0.10 -0.75
H 2.66 5.18 -0.02
H 1.67 4.18 -0.54
O 2.59 4.48 -0.67
H 0.94 0.22 3.83
O 0.05 0.61 3.88
H 4.20 -1.95 -3.15
H 3.83 -3.24 -2.71
O 3.75 -2.78 -3.57
H 2.53 -2.41 0.47
H 1.58 -3.06 -0.53
O 1.60 -2.42 0.22
H 2.50 -0.50 1.61
H 1.07 0.02 2.08
O 1.85 -0.51 2.29
H 0.36 5.25 3.41
H 1.25 5.87 2.08
O 0.70 5.95 2.86
H 1.26 4.39 -3.89
H 0.83 3.63 -2.65
O 1.46 4.31 -2.96
H 0.18 1.31 -3.55
H -0.54 2.75 -3.18
O -0.14 1.94 -2.89
H 2.38 -4.05 0.38
H 2.97 -5.48 0.79
O 2.95 -4.78 0.14
H 2.55 2.12 -1.60
H 2.63 0.69 -1.19
O 3.17 1.40 -1.59
H -1.94 0.83 1.44
H -0.77 -0.20 1.77
O -1.23 0.30 1.08
H 4.81 -1.28 -0.46
H 3.41 -0.67 -0.44
O 3.89 -1.48 -0.69
H -0.12 3.20 1.41
O -0.79 2.97 2.06
H -2.14 -0.80 -0.37
H -3.41 -0.99 0.34
O -2.81 -1.48 -0.24
H 0.44 -0.11 0.06
H 0.53 -5.30 2.42
H -0.54 0.06 4.48
H -3.57 -5.34 1.44
H -4.36 0.27 -5.05
H -0.51 2.31 2.69
O 1.02 -3.18 4.86
H 0.52 -3.99 4.77
H 0.71 -2.55 4.20
O -2.56 1.68 -0.90
H -3.17 2.32 -1.31
H -2.03 1.54 -1.69
O 0.28 -4.74 -4.63
H 0.65 -5.41 -4.04
H 0.23 -3.82 -4.38
O -1.14 -3.44 -1.00
H -1.92 -2.91 -0.76
H -0.94 -3.62 -1.91
O -1.92 4.98 -2.55
H -2.07 5.45 -3.37
H -1.18 5.51 -2.22
O 2.63 2.65 1.47
H 2.34 1.84 1.87
H 3.00 2.85 0.60
O 1.26 -1.11 -3.09
H 1.90 -1.72 -2.70
H 0.34 -1.29 -2.94
```

Calculated values
- max |F| (eV/A) = 3.99
- M (g/mol) = 720.60
- energy relative to the best compared isomer or geometry (same formula, charge and spin) (eV) = 10.236
- HOMO (Eh) = -0.38652
- HOMO-LUMO gap (eV) = 9.905

Entry 3:
ORCA calculation (ωB97M-V/def2-TZVPD) on the ion C9H15N2 with charge +1 in a non-equilibrium geometry.

Structure (XYZ):
```
26
Properties=species:S:1:pos:R:3
C 2.05 -0.23 1.17
C 3.28 0.17 0.81
C 2.02 0.27 -0.98
C 1.21 -0.16 0.05
C -1.30 -0.90 -1.31
C -0.20 -0.55 0.10
C -1.37 0.28 -0.39
C -1.18 1.60 -1.00
C -2.53 0.24 0.49
N 3.23 0.52 -0.48
N -0.55 -1.62 1.12
H 1.98 -0.53 2.19
H 4.32 0.28 1.38
H 1.79 0.63 -2.00
H -0.93 -0.81 -2.30
H -1.87 -1.87 -0.99
H -2.08 1.80 -1.68
H -0.33 1.73 -1.55
H -1.23 2.39 -0.25
H -2.16 0.51 1.60
H -3.20 -0.69 0.48
H -3.22 1.14 0.20
H 3.88 1.13 -0.83
H -1.43 -1.44 1.57
H 0.18 -1.36 1.87
H -0.38 -2.52 0.73
```

Calculated values
- max |F| (eV/A) = 4.75
- net charge = +1
- M (g/mol) = 151.23
- energy relative to the best compared isomer or geometry (same formula, charge and spin) (eV) = 2.873
- HOMO (Eh) = -0.43395
- SMILES string = CC1(C)C[C@@]1([NH3+])c1cc[nH]c1
- HOMO-LUMO gap (eV) = 8.785

Entry 4:
ORCA calculation (ωB97M-V/def2-TZVPD) on an isolated molecule of C4H8O in a non-equilibrium geometry.

Structure (XYZ):
```
13
Properties=species:S:1:pos:R:3
C 1.83 0.17 0.69
O 0.90 -0.78 0.21
C -0.10 -0.15 -0.53
C -1.45 -0.79 -0.65
C -1.28 0.49 0.18
H 1.37 0.87 1.39
H 2.27 0.75 -0.14
H 2.62 -0.40 1.19
H 0.22 0.31 -1.51
H -1.71 -0.61 -1.77
H -1.66 -1.73 -0.07
H -1.68 1.40 -0.26
H -1.34 0.48 1.28
```

Calculated values
- max |F| (eV/A) = 2.73
- M (g/mol) = 72.11
- energy relative to the best compared isomer or geometry (same formula, charge and spin) (eV) = 1.919
- HOMO (Eh) = -0.35208
- SMILES string = COC1CC1
- HOMO-LUMO gap (eV) = 10.781